1.
{
  "formula": "C5H14O",
  "method": "the ωB97M-V functional and the def2-TZVPD basis",
  "symbols": ["C", "C", "H", "H", "H", "H", "H", "H", "C", "C", "C", "O", "H", "H", "H", "H", "H", "H", "H", "H"],
  "xyz": [[-1.853710, -2.285618, 0.373031], [-2.782046, -1.195192, -0.075298], [-0.832915, -2.044403, 0.844317], [-2.318774, -2.988205, 1.182527], [-1.501679, -2.721414, -0.658724], [-3.295298, -1.497222, -0.972535], [-3.524436, -1.119948, 0.633686], [-2.360923, -0.234807, -0.080742], [1.303964, 0.640059, -0.320203], [-0.191341, 0.885347, 0.037151], [1.943259, 1.828838, -0.955430], [1.878578, 0.249850, 0.986454], [1.511397, -0.323075, -0.803723], [-0.937401, 1.015308, -0.815959], [1.610617, 2.743639, -0.557443], [2.955864, 1.747720, -1.283749], [1.431307, 1.735646, -1.958124], [2.733536, 0.564385, 1.118287], [-0.409288, 1.842191, 0.467536], [-0.611386, 0.040774, 0.637509]],
  "atomic_forces_ev_per_a": [[2.44, -1.93, -0.34], [0.07, -0.82, 0.27], [-1.61, 0.41, -0.54], [0.69, 0.77, -2.12], [-0.65, -0.41, 2.33], [0.08, 0.31, -0.58], [-2.00, 0.30, 1.69], [0.55, 1.08, -0.74], [-0.01, -1.10, 2.73], [-1.17, -0.98, -1.67], [-1.70, -1.63, -2.95], [-2.48, -0.25, -0.06], [-0.70, 0.62, -1.05], [1.43, -0.74, 0.21], [0.11, 1.19, 0.77], [0.98, 0.04, 0.63], [0.31, 0.67, 0.55], [2.22, 0.98, 0.00], [0.68, 0.50, 1.13], [0.76, 1.00, -0.27]],
  "nbo_charge": [-0.631, -0.625, 0.214, 0.216, 0.208, 0.205, 0.201, 0.212, 0.085, -0.637, -0.648, -0.757, 0.185, 0.205, 0.218, 0.222, 0.220, 0.463, 0.213, 0.231],
  "spin_multiplicity": 1,
  "total_energy_ev": -7457.6317,
  "smiles": "CC(C)O.CC",
  "relative_energy_kj_mol": 207.8,
  "max_force_ev_per_a": 3.771
}

2.
{
  "formula": "C25H47ClINNiO3Si2",
  "method": "the ωB97M-V functional and the def2-TZVPD basis",
  "symbols": ["O", "O", "C", "C", "H", "H", "H", "H", "H", "C", "C", "H", "H", "H", "H", "H", "C", "C", "C", "H", "H", "H", "H", "H", "C", "H", "H", "H", "H", "H", "H", "Ni", "C", "Si", "H", "H", "C", "C", "C", "C", "Si", "H", "H", "C", "C", "C", "H", "H", "H", "H", "H", "H", "H", "H", "H", "H", "H", "H", "H", "H", "H", "H", "H", "H", "Cl", "C", "C", "C", "I", "C", "O", "C", "N", "C", "C", "C", "C", "H", "H", "H", "H"],
  "xyz": [[-0.442442, -1.060498, -3.802852], [0.696419, 0.722798, -5.031920], [0.265047, -2.331725, -4.151409], [-0.494086, -3.494619, -3.583487], [1.262992, -2.226173, -3.718315], [0.325856, -2.372942, -5.244994], [-0.583926, -3.439512, -2.489486], [0.077515, -4.397133, -3.816790], [-1.486312, -3.619696, -4.035025], [-1.802903, -0.903484, -4.439173], [-1.781511, -1.108711, -5.926818], [-2.122457, 0.101551, -4.142146], [-2.397933, -1.652526, -3.918292], [-1.015615, -0.506432, -6.435706], [-2.757012, -0.803253, -6.325930], [-1.642867, -2.165934, -6.182555], [0.239236, 2.081372, -4.853671], [2.001506, 0.501069, -5.592088], [-0.699612, 2.465223, -5.965986], [1.118491, 2.733336, -4.809323], [-0.271796, 2.110498, -3.883070], [-0.199180, 2.423017, -6.940659], [-1.044955, 3.490701, -5.807943], [-1.582926, 1.812552, -5.990318], [1.977372, 0.697533, -7.089190], [2.277047, -0.527145, -5.328248], [2.710582, 1.181293, -5.106300], [1.142772, 0.162401, -7.562872], [2.907804, 0.313907, -7.515167], [1.905870, 1.760863, -7.342817], [0.138837, -0.255980, -4.182475], [0.111728, -0.223818, -0.073114], [1.561159, -0.107780, -1.491927], [3.344438, 0.406486, -1.129061], [1.545101, -1.135483, -1.894690], [1.117679, 0.550592, -2.259858], [4.426204, -0.689909, -2.235355], [4.007604, 0.253652, 0.623170], [3.608605, 2.205151, -1.631699], [-1.744195, -0.983653, -0.412249], [-3.319161, 0.014925, -0.575414], [-1.909124, -1.687741, 0.429996], [-1.524839, -1.621765, -1.293091], [-4.525647, -0.779931, -1.783517], [-2.906224, 1.726437, -1.222895], [-4.197971, 0.155348, 1.081586], [3.041317, 2.444013, -2.540901], [4.674542, 2.392181, -1.829080], [3.281710, 2.878555, -0.827442], [4.143978, -1.744666, -2.112607], [5.489491, -0.599569, -1.980631], [4.310321, -0.430887, -3.295605], [3.605411, -0.625422, 1.142863], [3.771847, 1.151101, 1.209278], [5.105713, 0.157186, 0.582355], [-3.273758, 1.854911, -2.250294], [-1.820026, 1.888727, -1.217653], [-3.372387, 2.493202, -0.589305], [-5.112806, 0.760984, 0.986453], [-3.544910, 0.631061, 1.826330], [-4.483976, -0.833455, 1.468560], [-5.530405, -0.363204, -1.623683], [-4.577079, -1.866817, -1.637978], [-4.238083, -0.588015, -2.825658], [2.295854, 0.293517, 6.283460], [1.810481, 0.664306, 4.687182], [1.995210, 1.960794, 4.199228], [1.613317, 2.314461, 2.906017], [2.086035, 4.162338, 2.075581], [0.954848, 1.367755, 2.058205], [0.603854, 1.623128, 0.852268], [0.838495, 0.023727, 2.561459], [0.488402, -0.898847, 1.617602], [0.360679, -2.197955, 1.958458], [0.672685, -2.630091, 3.254174], [1.145737, -1.736176, 4.194869], [1.254230, -0.365042, 3.861705], [2.466670, 2.707324, 4.824940], [-0.035082, -2.851870, 1.184307], [0.532414, -3.684650, 3.483800], [1.439901, -2.066566, 5.191484]],
  "atomic_forces_ev_per_a": [[-0.16, -0.11, -0.75], [-0.02, -0.12, 0.33], [-0.37, 0.43, 0.03], [0.01, -0.44, 0.22], [-0.25, 0.12, 0.00], [0.10, 0.00, 0.23], [-0.03, 0.14, -0.35], [-0.06, 0.02, 0.01], [0.23, 0.07, 0.14], [0.56, -0.20, 0.69], [-0.06, -0.11, -0.49], [0.16, -0.27, 0.05], [-0.16, 0.30, -0.05], [-0.23, -0.18, 0.25], [0.16, -0.08, 0.10], [-0.04, 0.24, -0.02], [0.19, -0.11, 0.14], [-0.06, 0.10, 0.07], [-0.20, 0.22, -0.32], [-0.14, -0.05, 0.07], [0.22, 0.02, -0.11], [-0.19, 0.00, 0.21], [-0.01, -0.09, -0.02], [0.23, 0.16, 0.01], [0.17, 0.08, -0.31], [-0.10, 0.24, 0.02], [-0.04, -0.16, -0.01], [0.20, 0.10, 0.19], [-0.05, 0.08, -0.02], [0.00, -0.21, -0.03], [-0.03, -0.15, 0.05], [-0.33, 1.86, -1.69], [0.64, -0.17, 0.17], [-0.92, -0.08, -0.55], [0.17, 0.10, -0.06], [0.13, 0.05, 0.13], [0.28, -0.05, 0.10], [0.07, -0.14, 0.05], [0.15, 0.03, 0.00], [-0.60, -0.59, 0.32], [1.09, -0.65, 0.15], [-0.10, 0.07, -0.32], [-0.28, 0.18, 0.07], [-0.34, -0.03, -0.08], [-0.09, 0.35, -0.14], [-0.06, 0.04, 0.10], [0.09, 0.03, 0.11], [-0.21, 0.05, 0.05], [0.02, -0.12, -0.22], [0.05, 0.15, -0.02], [-0.08, -0.04, -0.11], [-0.03, -0.02, 0.11], [0.09, 0.15, -0.01], [-0.05, -0.20, -0.05], [-0.32, 0.02, 0.06], [0.01, 0.12, 0.12], [-0.22, 0.01, 0.09], [0.14, -0.01, -0.25], [0.23, -0.13, 0.07], [-0.14, -0.08, -0.14], [0.07, 0.21, -0.10], [0.11, -0.12, -0.19], [-0.02, 0.19, 0.01], [-0.10, -0.02, 0.13], [0.24, -0.20, 0.80], [-0.38, 0.52, -1.20], [-0.13, -0.85, 0.16], [-0.74, -1.07, -0.52], [-0.07, -0.08, 0.15], [0.71, 1.24, -0.38], [-0.07, -0.51, 0.32], [0.59, -0.75, -0.10], [-0.19, -1.93, 2.34], [0.18, 1.74, -0.01], [0.03, -0.11, 0.18], [-0.15, -0.12, -0.13], [0.24, 0.72, 0.09], [0.02, -0.10, 0.10], [0.23, 0.05, 0.18], [0.14, 0.23, 0.09], [-0.11, 0.06, -0.29]],
  "lowdin_spin": [0.000, 0.001, 0.000, 0.000, 0.000, 0.000, 0.000, 0.000, 0.000, 0.000, 0.000, 0.000, 0.000, 0.000, 0.000, 0.000, 0.000, 0.000, 0.000, 0.000, 0.000, 0.000, 0.000, 0.000, 0.000, 0.000, 0.000, 0.000, 0.000, 0.000, 0.000, 1.695, 0.058, 0.010, 0.008, 0.014, 0.002, 0.001, 0.000, 0.049, 0.011, 0.000, 0.012, 0.003, 0.002, 0.001, 0.000, 0.000, 0.000, 0.000, 0.000, 0.000, 0.000, 0.000, 0.000, 0.000, 0.002, 0.000, 0.000, 0.000, 0.000, 0.001, 0.000, 0.000, 0.001, 0.002, 0.000, 0.004, 0.001, 0.003, 0.049, 0.003, 0.055, 0.006, 0.002, -0.001, 0.001, 0.000, 0.000, 0.000, 0.000],
  "spin_multiplicity": 3,
  "total_energy_ev": -111739.8873,
  "s2": 2.01,
  "relative_energy_kj_mol": 134.7,
  "max_force_ev_per_a": 3.039
}